The following is a quantum chemistry calculation of one molecule with the formula C4H3ClN2S in a non-equilibrium geometry, from the Open Molecules 2025 dataset.

The calculation puts the electronic energy at -30533.3212 eV. The value obtained for the HOMO energy is -9.4 eV. The value obtained for the largest force on an atom is 0.112 hartree/bohr. Its SMILES is Sc1ncncc1Cl. The frontier orbital gap is 9.54 eV.

Element x y z (Å)
C (-0.02391, -0.74751, -0.02647)
C (2.29587, -0.64758, 0.07180)
C (1.19308, 1.22808, -0.13291)
C (-0.05212, 0.70661, 0.05252)
H (-2.07239, -0.55436, 0.41729)
H (3.27128, -1.16828, 0.19523)
H (1.41156, 2.35816, -0.09309)
N (1.17330, -1.40475, 0.23584)
N (2.34833, 0.67968, -0.17046)
S (-1.47846, -1.67498, -0.11267)
Cl (-1.41670, 1.64718, 0.06094)



The following is a quantum chemistry calculation of one molecule with the formula C4H3ClO in a non-equilibrium geometry, from the Open Molecules 2025 dataset.

The calculation puts the electronic energy at -18762.3633 eV. The value obtained for the HOMO energy is -9.4 eV. The value obtained for the largest force on an atom is 0.092 hartree/bohr. Its SMILES is O=C(Cl)C1=CC1. The frontier orbital gap is 9.90 eV.

Element x y z (Å)
C (0.25540, 0.30498, -0.95371)
C (-2.48618, 1.60206, -0.68428)
C (-0.98541, 0.86689, -0.70905)
C (-0.29848, 0.07587, 0.42830)
O (-2.60428, 2.74873, -0.40067)
Cl (-3.67208, 0.41736, -0.78903)
H (1.20297, 0.45621, -1.49161)
H (-0.39687, -0.91740, 0.94227)
H (0.17141, 0.82276, 1.10437)



The following is a quantum chemistry calculation of one molecule with the formula C4H3ClO in a non-equilibrium geometry, from the Open Molecules 2025 dataset.

The calculation puts the electronic energy at -18761.9607 eV. The value obtained for the HOMO energy is -9.7 eV. The value obtained for the largest force on an atom is 0.080 hartree/bohr. The frontier orbital gap is 9.76 eV.

Element x y z (Å)
C (-1.26781, -1.42104, -0.71077)
C (-1.01533, -0.04826, -0.27637)
C (1.31436, 0.08651, 0.34152)
C (0.29726, 0.53442, -0.37265)
O (-1.08601, -1.24761, 0.54007)
Cl (-2.30524, 1.07952, 0.11871)
H (2.33332, 0.44545, 0.39499)
H (1.25559, -0.79566, 0.85126)
H (0.47385, 1.36667, -0.88676)



Values of ΔE to the lowest compared entry with this formula, charge and spin, in order: 0.7503; 3.2846; 3.6871, all in eV.